{"formula": "C21H38As8F48N5O3", "method": "wB97M-V/def2-TZVPD", "spin_multiplicity": 1, "total_charge": -3, "gap_ev": 4.34, "species": ["C", "C", "O", "N", "H", "H", "C", "H", "H", "H", "H", "H", "H", "C", "C", "O", "N", "H", "H", "C", "H", "H", "H", "H", "H", "H", "C", "C", "O", "N", "H", "H", "C", "H", "H", "H", "H", "H", "H", "C", "N", "C", "C", "C", "C", "C", "C", "C", "C", "N", "C", "C", "C", "H", "H", "H", "H", "H", "H", "H", "H", "H", "H", "H", "H", "H", "H", "As", "F", "F", "F", "F", "F", "F", "As", "F", "F", "F", "F", "F", "F", "As", "F", "F", "F", "F", "F", "F", "As", "F", "F", "F", "F", "F", "F", "As", "F", "F", "F", "F", "F", "F", "As", "F", "F", "F", "F", "F", "F", "As", "F", "F", "F", "F", "F", "F", "As", "F", "F", "F", "F", "F", "F"], "positions_angstrom": [[1.67, -5.74, -0.88], [2.49, -4.46, -1.23], [2.55, -3.48, -0.51], [3.47, -4.48, -2.46], [4.39, -4.18, -2.17], [3.39, -5.43, -2.79], [3.09, -3.36, -3.47], [0.92, -5.93, -1.65], [1.06, -5.51, 0.00], [2.36, -6.51, -0.53], [3.30, -2.32, -3.24], [2.03, -3.40, -3.71], [3.49, -3.57, -4.46], [-7.26, -5.78, -0.38], [-5.94, -6.39, 0.23], [-5.16, -5.92, 1.06], [-5.71, -7.85, -0.11], [-4.82, -8.03, 0.33], [-6.36, -8.51, 0.28], [-5.64, -8.20, -1.72], [-8.16, -6.08, 0.15], [-7.45, -5.98, -1.44], [-7.11, -4.71, -0.50], [-5.18, -9.18, -1.80], [-5.05, -7.39, -2.16], [-6.65, -8.25, -2.11], [-7.63, -0.78, 8.42], [-8.12, -1.92, 7.50], [-7.41, -2.78, 7.14], [-9.58, -1.87, 7.16], [-10.28, -1.92, 7.89], [-9.84, -1.02, 6.67], [-10.16, -2.90, 6.17], [-8.02, 0.21, 8.18], [-6.57, -0.59, 8.34], [-7.96, -1.00, 9.44], [-9.47, -2.94, 5.33], [-11.16, -2.53, 5.95], [-10.29, -3.76, 6.83], [-1.47, -0.64, 3.18], [-0.74, 0.19, 2.14], [0.20, 1.12, 2.43], [0.95, 1.77, 1.42], [0.68, 1.35, 0.08], [-0.36, 0.38, -0.17], [-1.12, -0.16, 0.89], [1.60, 1.80, -1.05], [2.95, 1.89, -0.98], [3.67, 2.45, -2.09], [3.01, 2.71, -3.25], [1.68, 2.57, -3.32], [0.95, 2.12, -2.27], [3.75, 3.31, -4.34], [-1.03, -1.62, 3.35], [-2.55, -0.60, 3.03], [-1.38, -0.09, 4.12], [0.54, 1.29, 3.45], [1.73, 2.51, 1.56], [-0.58, 0.06, -1.18], [-2.01, -0.76, 0.75], [3.46, 1.60, -0.07], [4.71, 2.71, -2.16], [1.24, 2.81, -4.28], [-0.12, 2.05, -2.30], [3.10, 3.96, -4.92], [4.08, 2.40, -4.83], [4.66, 3.88, -4.11], [-4.51, -2.62, -5.06], [-4.87, -2.52, -3.29], [-2.96, -3.41, -4.75], [-4.21, -2.85, -6.81], [-6.03, -1.74, -5.33], [-3.61, -1.05, -4.99], [-5.29, -4.19, -5.09], [9.97, 7.89, -5.02], [11.21, 8.70, -6.13], [10.87, 6.29, -5.20], [8.84, 7.08, -3.82], [9.14, 9.47, -4.69], [8.81, 7.63, -6.40], [11.06, 8.17, -3.66], [1.79, -0.25, -9.91], [3.25, 0.17, -8.92], [0.78, 0.40, -8.60], [0.28, -0.72, -10.78], [2.83, -1.01, -11.10], [1.76, -1.90, -9.07], [1.81, 1.34, -10.78], [9.62, -0.38, -3.81], [11.10, 0.65, -4.09], [8.68, 0.86, -4.80], [8.19, -1.46, -3.60], [10.70, -1.48, -2.85], [9.36, 0.58, -2.34], [9.99, -1.26, -5.37], [0.33, 8.14, -2.67], [-0.32, 6.80, -3.70], [0.62, 6.87, -1.39], [0.89, 9.45, -1.55], [0.02, 9.38, -4.00], [-1.47, 8.46, -2.19], [2.01, 7.84, -3.27], [6.98, 3.82, 3.97], [7.34, 5.50, 4.55], [8.32, 3.28, 5.05], [6.65, 2.10, 3.51], [5.68, 4.45, 3.01], [8.05, 4.01, 2.53], [5.85, 3.72, 5.36], [-4.97, 4.65, 5.18], [-3.60, 5.85, 5.08], [-5.97, 5.92, 4.35], [-6.38, 3.50, 5.25], [-3.86, 3.36, 5.83], [-5.34, 5.43, 6.82], [-4.48, 3.99, 3.55], [-0.51, -2.22, 10.92], [-1.84, -3.37, 10.53], [-1.64, -0.93, 10.54], [0.87, -1.16, 11.18], [0.53, -3.65, 11.22], [-0.01, -2.20, 9.13], [-1.10, -2.03, 12.64]]}

{"formula": "C5H8O2", "method": "wB97M-V/def2-TZVPD", "spin_multiplicity": 1, "gap_ev": 11.16, "species": ["C", "C", "C", "C", "C", "O", "O", "H", "H", "H", "H", "H", "H", "H", "H"], "positions_angstrom": [[0.92, 1.12, -0.77], [0.19, 0.03, -0.02], [0.62, -0.11, 1.43], [-1.32, -0.08, -0.24], [-0.98, -1.47, -0.73], [-1.57, -2.46, -1.06], [0.36, -1.28, -0.68], [0.61, 1.12, -1.82], [0.68, 2.09, -0.34], [2.00, 0.97, -0.74], [0.38, 0.78, 2.01], [0.10, -0.96, 1.88], [1.69, -0.30, 1.50], [-1.97, 0.00, 0.63], [-1.70, 0.55, -1.04]]}

{"formula": "C5H11O2", "method": "wB97M-V/def2-TZVPD", "spin_multiplicity": 2, "total_charge": -2, "s2": 0.750, "gap_ev": [2.91, 8.16], "species": ["C", "C", "C", "H", "H", "H", "H", "H", "H", "H", "H", "C", "C", "O", "O", "H", "H", "H"], "positions_angstrom": [[1.30, 0.60, 1.62], [0.13, 1.25, 0.84], [0.81, 0.04, 2.98], [2.01, 1.40, 1.84], [1.71, -0.23, 1.05], [0.40, 1.48, -0.19], [-0.68, 0.51, 0.77], [0.86, 0.83, 3.75], [-0.20, 2.15, 1.37], [1.41, -0.83, 3.28], [-0.25, -0.23, 2.95], [-1.23, -0.48, -2.56], [-0.82, -1.74, -3.34], [0.37, -1.83, -3.70], [-1.75, -2.55, -3.60], [-2.31, -0.48, -2.43], [-0.96, 0.45, -3.06], [-0.80, -0.35, -1.57]]}

{"formula": "C20H37Cl2N4ORuSSi2", "method": "wB97M-V/def2-TZVPD", "spin_multiplicity": 6, "total_charge": -2, "s2": 8.780, "gap_ev": [5.43, 6.17], "species": ["Ru", "N", "C", "S", "N", "N", "C", "C", "C", "C", "C", "C", "C", "O", "H", "H", "H", "H", "H", "H", "H", "Cl", "C", "Cl", "H", "H", "C", "Si", "C", "C", "C", "Si", "C", "C", "C", "H", "H", "H", "H", "H", "H", "H", "H", "H", "H", "H", "H", "H", "H", "H", "H", "H", "H", "H", "C", "C", "C", "C", "N", "H", "H", "H", "H", "H", "H", "H", "H", "H"], "positions_angstrom": [[0.35, 0.46, 0.82], [3.32, 0.70, 4.51], [2.62, 0.48, 3.30], [1.02, -0.14, 3.45], [3.31, 0.75, 2.24], [2.67, 0.56, 1.03], [3.49, 0.47, 0.05], [3.22, 0.27, -1.35], [4.25, -0.24, -2.14], [4.11, -0.48, -3.49], [2.88, -0.16, -4.09], [1.86, 0.39, -3.36], [1.97, 0.63, -1.96], [1.01, 1.17, -1.31], [2.68, 0.91, 5.26], [4.03, 1.40, 4.38], [4.55, 0.50, 0.33], [5.19, -0.48, -1.65], [4.92, -0.90, -4.07], [2.74, -0.34, -5.16], [0.91, 0.64, -3.82], [0.43, 2.86, 1.54], [0.74, 6.17, 1.14], [1.16, 6.92, -0.31], [1.53, 5.66, 1.66], [-0.27, 5.80, 1.20], [-1.51, 3.10, -1.31], [-2.27, 1.42, -0.95], [-1.86, 0.27, -2.40], [-4.15, 1.73, -1.07], [-1.77, 0.72, 0.70], [-2.78, -0.73, 1.26], [-2.13, -1.59, 2.80], [-4.52, -0.20, 1.83], [-3.11, -1.98, -0.12], [-1.91, 3.46, -2.27], [-0.42, 3.03, -1.37], [-1.76, 3.83, -0.54], [-1.72, 0.87, -3.31], [-2.65, -0.46, -2.59], [-0.92, -0.25, -2.20], [-4.35, 2.37, -1.93], [-4.53, 2.23, -0.18], [-4.71, 0.80, -1.20], [-1.93, 1.53, 1.42], [-2.35, -0.97, 3.68], [-1.06, -1.76, 2.77], [-2.64, -2.55, 2.94], [-4.46, 0.61, 2.56], [-5.01, -1.05, 2.32], [-5.17, 0.14, 1.01], [-2.22, -2.17, -0.71], [-3.89, -1.60, -0.78], [-3.46, -2.93, 0.31], [0.86, -2.97, -1.36], [0.88, -2.59, 0.13], [2.32, -2.65, 0.65], [0.04, -3.60, 0.93], [0.32, -1.28, 0.26], [1.33, -3.95, -1.52], [1.40, -2.22, -1.94], [-0.17, -3.02, -1.73], [2.66, -3.69, 0.67], [2.37, -2.23, 1.66], [2.99, -2.09, 0.00], [0.41, -4.62, 0.75], [-1.01, -3.56, 0.64], [0.12, -3.39, 2.00]]}

{"formula": "C30H45BN2O12", "method": "wB97M-V/def2-TZVPD", "spin_multiplicity": 1, "smiles": "CCOCCOc1ccc(CC(=O)O)c2c1C(=O)c1c(cc(O)c(B(O)N(C)C)c1CCCCN)C2=O.OCCO.OCCO", "gap_ev": 7.62, "species": ["C", "C", "O", "C", "C", "O", "C", "C", "C", "C", "C", "C", "O", "O", "C", "C", "C", "O", "C", "C", "C", "C", "O", "C", "B", "O", "N", "C", "C", "C", "C", "C", "C", "C", "N", "C", "O", "H", "H", "H", "H", "H", "H", "H", "H", "H", "H", "H", "H", "H", "H", "H", "H", "H", "H", "H", "H", "H", "H", "H", "H", "H", "H", "H", "H", "H", "H", "H", "H", "H", "C", "C", "O", "O", "H", "H", "H", "H", "H", "H", "C", "C", "O", "O", "H", "H", "H", "H", "H", "H"], "positions_angstrom": [[-0.67, -1.74, 3.02], [-1.93, -1.40, 2.05], [-2.58, -0.15, 2.37], [-2.03, 0.95, 1.56], [-3.14, 2.09, 1.34], [-3.37, 2.43, -0.07], [-3.81, 1.25, -0.72], [-5.17, 0.53, -0.47], [-5.62, -0.75, -1.19], [-4.66, -1.43, -2.22], [-5.12, -2.76, -2.96], [-4.87, -4.11, -2.15], [-5.80, -4.80, -1.66], [-3.51, -4.56, -2.01], [-3.29, -0.75, -2.45], [-2.85, 0.59, -1.74], [-1.41, 1.21, -2.10], [-1.22, 2.43, -2.32], [-0.23, 0.11, -2.20], [-0.67, -1.23, -2.90], [0.30, -2.43, -3.05], [1.74, -2.22, -2.45], [2.65, -3.32, -2.54], [2.19, -0.87, -1.78], [3.73, -0.86, -1.22], [3.93, -0.76, 0.22], [4.85, -0.94, -2.20], [5.87, -1.94, -1.76], [5.42, 0.45, -2.27], [1.20, 0.35, -1.64], [1.63, 1.73, -0.97], [0.73, 2.18, 0.28], [1.32, 3.62, 0.79], [0.20, 4.55, 1.46], [-0.98, 4.84, 0.58], [-2.18, -1.37, -3.44], [-2.45, -1.88, -4.56], [0.23, -2.12, 2.40], [-0.91, -2.60, 3.76], [-0.33, -0.85, 3.65], [-1.64, -1.52, 0.95], [-2.71, -2.23, 2.26], [-1.21, 1.41, 2.23], [-1.51, 0.59, 0.62], [-2.80, 3.02, 1.92], [-4.12, 1.70, 1.82], [-5.87, 1.00, 0.30], [-6.63, -1.23, -0.96], [-6.25, -2.65, -3.17], [-4.64, -2.90, -4.01], [-3.04, -3.83, -1.55], [-0.03, -3.41, -3.53], [2.36, -3.92, -1.79], [3.23, -1.28, 0.69], [6.90, -1.45, -1.70], [5.64, -2.42, -0.74], [5.85, -2.79, -2.54], [4.59, 1.24, -2.44], [6.08, 0.49, -3.21], [5.97, 0.74, -1.31], [1.50, 2.54, -1.78], [2.73, 1.79, -0.64], [-0.36, 2.39, 0.02], [0.75, 1.39, 1.12], [2.24, 3.43, 1.45], [1.72, 4.17, -0.14], [0.69, 5.57, 1.68], [-0.10, 4.14, 2.49], [-1.68, 4.09, 0.63], [-0.69, 4.99, -0.40], [-2.66, 5.64, 4.51], [-1.50, 6.63, 4.56], [-1.63, 7.56, 3.47], [-2.66, 4.96, 3.26], [-2.57, 4.90, 5.31], [-3.62, 6.16, 4.60], [-0.55, 6.12, 4.42], [-1.49, 7.18, 5.50], [-2.39, 8.12, 3.66], [-2.39, 5.62, 2.59], [3.85, -6.19, 0.08], [5.25, -6.77, 0.19], [6.17, -5.71, 0.49], [3.82, -5.19, -0.93], [3.12, -6.97, -0.18], [3.55, -5.72, 1.02], [5.56, -7.20, -0.76], [5.31, -7.53, 0.97], [5.99, -5.43, 1.40], [4.67, -4.72, -0.87]]}

no.,molar mass (g/mol),E_tot (eV)
1,1919.8,-653149.1005
2,100.1,-9409.6929
3,103.1,-9456.0104
4,609.8,-83566.6751
5,636.5,-60055.5599